C6H12O | the ωB97M-V functional and the def2-TZVPD basis

Output
orbital gap: 10.476 eV
SMILES string: CCC/C=C/CO
LUMO level: 0.88 eV
energy relative to the best compared isomer or geometry (same formula, charge and spin): 46.3 kcal/mol

ORCA input file:
```
! wB97M-V def2-TZVPD RIJCOSX def2/J DEFGRID3
* xyz 0 1
C -3.65 0.08 -0.44
C -2.39 -0.22 0.38
C -1.12 0.16 -0.41
C 2.62 -0.35 0.47
O 3.44 0.76 0.13
C 1.31 -0.41 -0.29
C 0.11 -0.24 0.31
H -4.16 1.05 -0.33
H -3.61 0.10 -1.55
H -4.44 -0.65 -0.22
H -2.23 -1.30 0.57
H -2.34 0.54 1.19
H -1.11 -0.34 -1.38
H -1.18 1.20 -0.74
H 2.49 -0.40 1.57
H 3.26 -1.25 0.17
H 2.83 1.31 -0.38
H 1.48 -0.60 -1.34
H 0.26 0.06 1.34
*
```

Atomic partial charges in e from the Löwdin method, atoms 1 to 6: C -0.134; C -0.246; C -0.251; C -0.292; O -0.076; C -0.096

---

C6H12O | the ωB97M-V functional and the def2-TZVPD basis

Output
orbital gap: 8.684 eV
LUMO level: 0.38 eV
energy relative to the best compared isomer or geometry (same formula, charge and spin): 86.1 kcal/mol

ORCA input file:
```
! wB97M-V def2-TZVPD RIJCOSX def2/J DEFGRID3
* xyz 0 1
C 2.24 1.57 -0.07
C 1.26 0.56 0.51
C -0.60 -1.73 -0.16
C -1.70 -2.63 -0.56
C -1.09 -0.42 0.31
C -0.16 0.75 -0.02
O -0.79 1.91 0.52
H 1.97 2.61 0.18
H 2.29 1.49 -1.16
H 3.25 1.41 0.32
H 1.22 0.64 1.61
H 1.57 -0.46 0.26
H -1.68 -2.39 -1.65
H -1.46 -3.69 -0.50
H -2.72 -2.41 -0.21
H -1.08 -0.58 1.41
H -2.13 -0.16 0.05
H -0.12 0.84 -1.12
H -0.28 2.68 0.26
*
```

Atomic partial charges in e from the Löwdin method, atoms 1 to 6: C -0.105; C -0.225; C 0.002; C -0.163; C -0.222; C -0.434

---

C6H12O | the ωB97M-V functional and the def2-TZVPD basis

Output
orbital gap: 10.916 eV
SMILES string: CCOCC1CC1
LUMO level: 1.19 eV
energy relative to the best compared isomer or geometry (same formula, charge and spin): 34.2 kcal/mol

ORCA input file:
```
! wB97M-V def2-TZVPD RIJCOSX def2/J DEFGRID3
* xyz 0 1
C -2.25 -2.09 0.98
C -1.72 -1.19 -0.13
O -0.49 -0.64 0.29
C -0.15 0.53 -0.41
C 1.15 1.06 0.12
C 1.87 2.10 -0.69
C 2.44 0.72 -0.57
H -3.23 -2.50 0.69
H -1.57 -2.91 1.19
H -2.37 -1.50 1.90
H -2.44 -0.39 -0.34
H -1.58 -1.76 -1.06
H -0.07 0.34 -1.49
H -0.95 1.28 -0.27
H 1.18 1.16 1.20
H 1.44 2.39 -1.64
H 2.36 2.92 -0.16
H 2.40 0.07 -1.44
H 3.33 0.58 0.04
*
```

Atomic partial charges in e from the Löwdin method, atoms 1 to 6: C -0.078; C -0.299; O -0.145; C -0.222; C -0.281; C -0.126

---

C6H12O | the ωB97M-V functional and the def2-TZVPD basis

Output
orbital gap: 10.948 eV
SMILES string: CC1(O)CCCC1
LUMO level: 1.02 eV
energy relative to the best compared isomer or geometry (same formula, charge and spin): 32.1 kcal/mol

ORCA input file:
```
! wB97M-V def2-TZVPD RIJCOSX def2/J DEFGRID3
* xyz 0 1
C 1.59 -0.81 -0.90
C 0.76 -0.37 0.29
O 1.55 -0.33 1.46
C 0.25 1.25 0.09
C -1.27 1.17 0.18
C -1.57 -0.26 -0.28
C -0.55 -1.12 0.47
H 2.45 -0.14 -1.01
H 0.98 -0.77 -1.81
H 1.98 -1.83 -0.77
H 1.27 0.61 1.38
H 0.62 2.05 0.79
H 0.62 1.58 -0.89
H -1.60 1.29 1.22
H -1.79 1.93 -0.42
H -1.40 -0.34 -1.36
H -2.60 -0.56 -0.08
H -0.50 -2.15 0.10
H -0.79 -1.16 1.54
*
```

Atomic partial charges in e from the Löwdin method, atoms 1 to 6: C -0.030; C -0.538; O -0.029; C -0.104; C -0.204; C -0.198

---

C6H12O | the ωB97M-V functional and the def2-TZVPD basis

Output
orbital gap: 10.996 eV
SMILES string: C[C@@H]1C[C@@H]1[C@@H](C)O
LUMO level: 1.05 eV
energy relative to the best compared isomer or geometry (same formula, charge and spin): 31.6 kcal/mol

ORCA input file:
```
! wB97M-V def2-TZVPD RIJCOSX def2/J DEFGRID3
* xyz 0 1
C -2.22 -1.11 0.31
C -1.02 -0.16 0.25
O -1.43 0.95 1.03
C 0.42 -0.47 0.66
C 1.53 -1.01 -0.22
C 1.47 0.47 0.05
C 1.11 1.43 -1.06
H -2.12 -2.07 -0.21
H -3.02 -0.55 -0.19
H -2.58 -1.29 1.33
H -0.96 0.13 -0.81
H -0.63 1.37 1.38
H 0.57 -0.67 1.72
H 1.30 -1.37 -1.22
H 2.32 -1.58 0.28
H 2.23 0.85 0.74
H 0.72 0.91 -1.94
H 1.99 1.99 -1.38
H 0.35 2.16 -0.75
*
```

Atomic partial charges in e from the Löwdin method, atoms 1 to 6: C -0.038; C -0.405; O -0.048; C -0.201; C -0.080; C -0.302

---

C6H12O | the ωB97M-V functional and the def2-TZVPD basis

Output
orbital gap: 11.177 eV
SMILES string: CC1(O)CCCC1
LUMO level: 0.95 eV
energy relative to the best compared isomer or geometry (same formula, charge and spin): 0.7 kcal/mol

ORCA input file:
```
! wB97M-V def2-TZVPD RIJCOSX def2/J DEFGRID3
* xyz 0 1
C 1.95 -0.78 -0.41
C 0.63 -0.26 0.14
O 0.70 -0.19 1.57
C 0.18 1.09 -0.42
C -1.23 1.25 0.16
C -1.80 -0.19 0.16
C -0.60 -1.12 -0.14
H 2.76 -0.07 -0.16
H 1.93 -0.90 -1.49
H 2.21 -1.74 0.05
H 1.31 0.53 1.80
H 0.87 1.91 -0.18
H 0.14 1.02 -1.52
H -1.16 1.63 1.18
H -1.85 1.95 -0.42
H -2.59 -0.31 -0.59
H -2.24 -0.43 1.13
H -0.59 -1.42 -1.20
H -0.60 -2.04 0.46
*
```

Atomic partial charges in e from the Löwdin method, atoms 1 to 6: C -0.025; C -0.597; O -0.017; C -0.139; C -0.180; C -0.165

---

C6H12O | the ωB97M-V functional and the def2-TZVPD basis

Output
orbital gap: 9.368 eV
SMILES string: COCC1(C)CC1
LUMO level: 1.08 eV
energy relative to the best compared isomer or geometry (same formula, charge and spin): 73.7 kcal/mol

ORCA input file:
```
! wB97M-V def2-TZVPD RIJCOSX def2/J DEFGRID3
* xyz 0 1
C -0.51 -0.44 -2.46
O -0.31 -0.82 -1.14
C -1.12 -0.26 -0.11
C -0.10 0.13 0.93
C 0.00 -0.72 2.22
C 1.27 0.42 0.04
C 0.63 1.42 0.89
H -0.84 0.61 -2.56
H -1.25 -1.11 -2.90
H 0.44 -0.54 -3.00
H -1.71 0.58 -0.50
H -1.82 -1.04 0.24
H -0.73 -1.55 2.26
H -0.13 -0.17 3.17
H 0.99 -1.18 2.26
H 1.38 0.67 -1.04
H 2.06 -0.26 0.33
H 0.15 2.24 0.37
H 1.17 1.68 1.79
*
```

Atomic partial charges in e from the Löwdin method, atoms 1 to 6: C -0.135; O -0.255; C -0.157; C -0.359; C -0.036; C -0.067

---

C6H12O | the ωB97M-V functional and the def2-TZVPD basis

Output
orbital gap: 10.535 eV
SMILES string: CC(C)[C@H]1C[C@H]1O
LUMO level: 0.97 eV
energy relative to the best compared isomer or geometry (same formula, charge and spin): 29.9 kcal/mol

ORCA input file:
```
! wB97M-V def2-TZVPD RIJCOSX def2/J DEFGRID3
* xyz 0 1
C 1.31 0.89 0.71
C 0.71 -0.40 0.16
C 1.67 -1.03 -0.85
C -0.66 -0.24 -0.50
C -1.91 -0.83 0.13
C -1.78 0.64 0.01
O -1.68 1.36 1.20
H 0.70 1.29 1.53
H 2.31 0.71 1.11
H 1.39 1.66 -0.07
H 0.60 -1.10 1.00
H 2.64 -1.25 -0.39
H 1.85 -0.34 -1.69
H 1.27 -1.96 -1.26
H -0.63 -0.29 -1.59
H -2.63 -1.36 -0.48
H -1.78 -1.22 1.14
H -2.39 1.13 -0.75
H -1.19 2.17 1.01
*
```

Atomic partial charges in e from the Löwdin method, atoms 1 to 6: C -0.076; C -0.393; C -0.089; C -0.209; C -0.057; C -0.340

---

C6H12O | the ωB97M-V functional and the def2-TZVPD basis

Output
orbital gap: 8.675 eV
SMILES string: C=C/C(C)=C/C.O
LUMO level: 0.49 eV
energy relative to the best compared isomer or geometry (same formula, charge and spin): 59.9 kcal/mol

ORCA input file:
```
! wB97M-V def2-TZVPD RIJCOSX def2/J DEFGRID3
* xyz 0 1
C -1.48 0.15 1.06
C 0.00 0.39 1.03
C 0.84 -0.64 0.81
C 0.42 -2.07 1.02
C 1.58 2.25 0.30
C 0.51 1.78 0.99
H -1.77 -0.85 0.77
H -2.04 0.81 0.40
H -1.85 0.35 2.06
H 1.88 -0.36 0.71
H -0.29 -2.38 0.24
H -0.12 -2.15 1.96
H 1.26 -2.76 1.01
H 2.47 1.64 0.44
H 1.47 3.12 -0.30
H -0.22 2.59 1.00
H -0.27 -0.77 -4.92
H -1.22 -0.34 -3.86
O -1.21 -0.77 -4.71
*
```

Atomic partial charges in e from the Löwdin method, atoms 1 to 6: C -0.062; C -0.317; C -0.112; C -0.101; C 0.008; C -0.138

---

C6H12O | the ωB97M-V functional and the def2-TZVPD basis

Output
orbital gap: 10.684 eV
SMILES string: C[C@H]1CO[C@@H](C)C1
LUMO level: 1.14 eV
energy relative to the best compared isomer or geometry (same formula, charge and spin): 7.4 kcal/mol

ORCA input file:
```
! wB97M-V def2-TZVPD RIJCOSX def2/J DEFGRID3
* xyz 0 1
C -2.34 0.54 0.21
C -1.07 -0.29 0.43
C -0.67 -1.14 -0.81
O 0.70 -0.91 -1.06
C 1.30 -0.33 0.09
C 2.55 0.41 -0.33
C 0.19 0.54 0.68
H -3.21 -0.10 0.01
H -2.21 1.22 -0.64
H -2.56 1.15 1.09
H -1.23 -0.96 1.28
H -0.85 -2.21 -0.64
H -1.23 -0.84 -1.70
H 1.55 -1.13 0.81
H 3.26 -0.28 -0.80
H 3.04 0.86 0.54
H 2.30 1.20 -1.04
H 0.14 1.49 0.12
H 0.35 0.78 1.74
*
```

Atomic partial charges in e from the Löwdin method, atoms 1 to 6: C -0.079; C -0.343; C -0.163; O -0.106; C -0.412; C -0.042